Here is B2F8K as an isolated structure from the Open Molecules 2025 dataset. Energies are from the ωB97M-V functional and the def2-TZVPD basis.

Computed properties:
Gap between HOMO and LUMO ... 10.545 eV
Energy ... -39435.0520 eV
E_HOMO ... -8.63 eV
F_max ... 0.867 eV Å⁻¹
ΔE to the lowest compared entry with this formula, charge and spin ... 0.000 eV
Net charge ... -1
Lowest unoccupied orbital energy ... 1.911 eV

```
11
Properties=species:S:1:pos:R:3:forces:R:3
K -21.240 9.423 5.383 0.06 -0.85 0.18
B -21.411 7.655 8.281 -0.21 -0.33 0.10
F -22.088 6.837 9.192 0.06 0.24 -0.12
F -20.394 8.380 8.914 -0.02 0.14 -0.04
F -20.895 6.906 7.223 0.12 0.06 -0.09
F -22.340 8.593 7.688 0.00 0.30 -0.06
B -20.140 7.407 3.068 0.29 -0.62 -0.24
F -19.469 8.392 2.322 -0.18 0.13 0.02
F -21.542 7.617 3.004 -0.01 0.40 0.19
F -19.839 6.129 2.583 -0.03 0.37 0.17
F -19.740 7.541 4.428 -0.08 0.15 -0.10
```
Forces are in eV/Å.


Here is B3CsF12 as an isolated structure in a non-equilibrium geometry from the Open Molecules 2025 dataset. Energies are from the ωB97M-V functional and the def2-TZVPD basis.

Computed properties:
Gap between HOMO and LUMO ... 10.024 eV
Energy ... -35210.2216 eV
E_HOMO ... -5.71 eV
F_max ... 4.395 eV Å⁻¹
ΔE to the lowest compared entry with this formula, charge and spin ... 1.077 eV
Net charge ... -2
Lowest unoccupied orbital energy ... 4.312 eV

```
16
Properties=species:S:1:pos:R:3:forces:R:3
Cs -0.127 -0.531 -0.898 -0.18 0.35 0.33
B -0.327 0.352 2.395 -0.53 0.42 0.38
F -1.575 -0.067 1.854 0.31 -0.48 -0.21
F -0.591 1.324 3.342 -0.33 0.13 1.52
F 0.398 -0.742 2.887 -0.25 0.05 0.00
F 0.406 1.044 1.446 0.83 -0.15 -1.40
B -2.271 2.315 -1.614 -0.40 2.28 0.81
F -0.996 2.599 -1.364 4.12 1.17 1.01
F -2.364 2.279 -2.951 -1.38 0.20 -3.27
F -2.486 1.108 -1.117 -1.79 -3.52 1.49
F -3.048 3.322 -0.983 -0.74 -0.10 -0.36
B 2.578 -2.559 -0.605 0.77 -2.82 0.32
F 2.100 -3.703 0.082 -0.55 -0.35 0.07
F 2.569 -1.523 0.218 -0.85 2.80 1.45
F 3.887 -2.803 -0.926 1.85 -0.45 -0.94
F 1.845 -2.414 -1.765 -0.89 0.46 -1.19
```
Forces are in eV/Å.


Here is B3F12NO3Sn as an isolated structure in a non-equilibrium geometry from the Open Molecules 2025 dataset. Energies are from the ωB97M-V functional and the def2-TZVPD basis.

Computed properties:
Gap between HOMO and LUMO ... 2.585 eV
Energy ... -48113.4238 eV
E_HOMO ... -4.84 eV
F_max ... 5.406 eV Å⁻¹
Net charge ... -2
Lowest unoccupied orbital energy ... -2.257 eV

```
20
Properties=species:S:1:pos:R:3:forces:R:3
Sn 0.551 -0.456 -0.693 -0.24 0.35 0.14
N 1.448 -0.119 5.289 -0.15 -0.26 -0.17
O 1.950 -0.399 6.340 1.92 -0.75 2.16
O 0.313 0.268 5.286 -2.65 1.13 -0.75
O 2.065 -0.251 4.237 0.87 -0.14 -1.55
B -3.170 -3.296 2.196 -1.72 -0.27 2.41
F -1.897 -3.528 2.390 5.32 -0.94 -0.08
F -3.813 -4.521 2.345 -1.25 -0.77 -0.44
F -3.509 -2.467 3.279 -1.26 0.94 0.33
F -3.356 -2.705 1.008 -0.85 1.16 -2.42
B 3.486 3.782 -0.953 -0.07 1.07 0.01
F 2.871 3.385 -2.094 -1.91 -0.57 -2.09
F 4.125 4.989 -1.179 0.26 1.20 0.17
F 2.543 3.893 0.079 -0.21 -0.16 0.52
F 4.428 2.840 -0.734 1.74 -1.92 1.44
B -1.591 -0.292 -5.385 -1.37 -0.25 1.28
F -0.264 -0.544 -5.281 2.35 -1.26 0.54
F -1.968 -0.359 -6.668 -0.73 -0.07 -2.47
F -2.430 -1.160 -4.625 0.40 -0.77 0.29
F -1.785 0.940 -4.836 -0.45 2.28 0.70
```
Forces are in eV/Å.


Here is B4CaF16N2O6 as an isolated structure in a non-equilibrium geometry from the Open Molecules 2025 dataset. Energies are from the ωB97M-V functional and the def2-TZVPD basis.

Computed properties:
Gap between HOMO and LUMO ... 5.848 eV
Energy ... -79905.5374 eV
E_HOMO ... 3.55 eV
F_max ... 9.319 eV Å⁻¹
ΔE to the lowest compared entry with this formula, charge and spin ... 3.743 eV
Net charge ... -4
Lowest unoccupied orbital energy ... 9.396 eV

```
29
Properties=species:S:1:pos:R:3:forces:R:3
Ca 14.411 5.561 -2.496 0.38 1.19 0.48
N 17.309 7.791 -3.180 0.74 3.91 2.33
O 17.182 8.614 -2.276 1.16 2.18 0.77
O 16.528 6.914 -3.138 -2.80 -5.43 -2.12
O 18.183 7.953 -4.043 1.18 -0.55 -1.67
N 13.482 8.850 -1.846 3.05 1.31 3.19
O 13.667 7.657 -2.003 0.17 -1.79 -1.18
O 12.388 9.319 -1.971 -3.56 1.50 -1.22
O 14.400 9.566 -1.342 -0.44 -0.36 -0.95
B 12.496 4.184 -0.611 -0.09 -0.31 -1.39
F 12.105 5.434 -0.976 0.12 2.01 -0.34
F 11.981 3.320 -1.525 -1.61 -1.92 -1.28
F 13.848 3.985 -0.694 2.23 0.66 0.26
F 12.067 3.918 0.617 -1.20 -0.83 3.44
B 16.588 6.599 0.254 1.36 0.16 -0.36
F 16.452 7.796 0.879 -1.05 1.58 1.57
F 17.883 6.651 -0.246 1.19 -0.61 -1.06
F 16.577 5.532 1.141 -0.52 -1.03 1.13
F 15.616 6.434 -0.710 -0.58 -0.59 -0.21
B 12.741 5.506 -4.876 -0.24 1.42 -2.07
F 12.792 4.474 -5.776 -0.66 -1.02 -1.37
F 11.943 6.593 -5.256 -1.07 0.36 -1.18
F 12.314 5.110 -3.698 -1.14 -1.53 3.37
F 13.996 6.009 -4.763 2.29 1.18 0.25
B 15.712 3.389 -3.383 -1.01 -2.64 -4.67
F 15.693 4.265 -4.397 0.78 1.82 -3.27
F 16.120 3.992 -2.373 4.63 3.30 7.39
F 14.418 3.176 -3.123 -4.21 -2.17 0.25
F 16.409 2.266 -3.756 0.92 -1.77 -0.08
```
Forces are in eV/Å.


Here is B7F28Li4 as an isolated structure in a non-equilibrium geometry from the Open Molecules 2025 dataset. Energies are from the ωB97M-V functional and the def2-TZVPD basis.

Computed properties:
Gap between HOMO and LUMO ... 8.933 eV
Energy ... -81701.7171 eV
E_HOMO ... -4.12 eV
F_max ... 1.829 eV Å⁻¹
ΔE to the lowest compared entry with this formula, charge and spin ... 0.000 eV
Net charge ... -3
Lowest unoccupied orbital energy ... 4.814 eV

```
39
Properties=species:S:1:pos:R:3:forces:R:3
Li -1.936 -0.071 -0.925 -0.16 -0.15 -0.49
Li -2.073 0.080 3.323 0.32 -0.79 -0.72
Li 1.112 3.058 0.163 -0.03 -0.49 -1.30
Li 1.533 -1.427 1.276 0.07 -0.52 -0.67
B -3.825 -0.944 1.010 0.34 -1.09 -0.18
F -3.588 -0.472 2.344 0.02 0.51 0.60
F -5.041 -1.628 1.015 0.14 0.41 -0.12
F -3.779 0.151 0.148 -0.17 0.43 -0.14
F -2.766 -1.783 0.628 -0.21 0.25 0.09
B 1.367 4.384 -2.832 0.02 -0.92 -1.42
F 1.904 3.280 -3.518 -0.13 0.52 0.38
F 2.365 5.340 -2.629 0.06 0.30 0.42
F 0.305 4.928 -3.562 0.11 0.25 0.29
F 0.858 3.919 -1.565 0.18 0.08 1.12
B -0.390 -1.844 3.769 1.37 -1.10 -0.53
F -1.768 -1.950 3.704 -0.80 0.55 0.40
F -0.063 -0.488 4.116 -0.48 -0.06 -0.11
F 0.172 -2.737 4.675 -0.24 0.41 0.27
F 0.119 -2.164 2.480 0.31 0.84 0.34
B -0.201 0.887 0.736 0.36 -0.48 -0.37
F -0.621 1.717 -0.273 -0.80 1.25 -0.16
F -1.093 0.867 1.827 -0.14 0.36 0.42
F -0.135 -0.367 0.175 0.18 -0.86 0.34
F 1.072 1.351 1.122 0.12 0.44 0.64
B 1.317 -3.992 0.087 -1.01 -1.28 -0.27
F 2.323 -3.142 0.579 0.24 0.31 0.35
F 0.174 -3.217 -0.156 0.20 0.01 0.12
F 1.709 -4.648 -1.095 0.31 0.28 -0.01
F 1.029 -5.028 1.033 0.19 0.56 -0.04
B -1.877 0.997 -3.282 0.09 0.50 -0.51
F -2.194 0.723 -4.614 -0.25 0.31 -0.15
F -1.493 2.315 -3.050 -0.13 -0.30 -0.30
F -3.012 0.730 -2.452 -0.25 -0.25 0.43
F -0.895 0.092 -2.883 0.36 -0.38 0.77
B 3.884 0.218 -0.288 0.19 0.16 -1.01
F 4.434 1.365 0.315 -0.08 0.20 0.28
F 2.993 0.588 -1.305 0.36 -0.01 0.28
F 4.943 -0.581 -0.770 -0.33 0.14 0.14
F 3.139 -0.505 0.675 -0.33 -0.37 0.83
```
Forces are in eV/Å.


Here is BCdH12O8P as an isolated structure in a non-equilibrium geometry from the Open Molecules 2025 dataset. Energies are from the ωB97M-V functional and the def2-TZVPD basis.

Computed properties:
Gap between HOMO and LUMO ... 3.335 eV
Energy ... -31101.3416 eV
E_HOMO ... 1.44 eV
F_max ... 6.390 eV Å⁻¹
ΔE to the lowest compared entry with this formula, charge and spin ... 4.281 eV
Net charge ... -2
Lowest unoccupied orbital energy ... 4.780 eV

```
23
Properties=species:S:1:pos:R:3:forces:R:3
Cd 4.871 4.565 -15.276 -1.33 -1.11 3.12
P 6.277 4.245 -17.390 4.76 -4.07 -1.27
O 7.785 4.450 -17.325 0.90 2.43 0.19
O 6.162 3.314 -16.080 -0.01 -2.46 -1.79
O 6.049 3.658 -18.763 -2.07 -0.41 -0.50
O 5.306 5.370 -16.990 -0.03 3.53 -3.45
B 4.465 3.364 -13.384 -0.05 -0.91 1.04
H 3.872 2.812 -12.671 -2.42 -1.96 3.02
H 5.420 3.642 -12.965 3.59 0.84 1.92
H 4.620 2.694 -14.214 0.62 -2.66 -2.75
H 3.888 4.233 -13.659 -2.68 3.47 -0.34
O 6.423 5.486 -14.079 1.40 1.59 1.56
H 7.176 6.076 -14.053 0.23 0.11 -0.49
H 6.347 5.155 -13.184 -0.21 -0.63 0.32
O 3.026 3.668 -16.046 -2.02 -0.54 -0.98
H 2.086 3.825 -15.958 -0.27 0.17 0.08
H 3.115 2.716 -16.004 0.50 -0.41 0.01
O 7.325 7.176 -16.487 0.45 2.09 0.62
H 7.814 7.103 -15.667 0.31 -0.16 -0.17
H 6.876 6.336 -16.575 -0.43 -1.02 -0.60
O 3.807 6.404 -14.938 -1.48 1.99 0.63
H 3.908 6.984 -14.183 0.24 0.08 0.37
H 3.176 6.852 -15.502 0.01 0.05 -0.57
```
Forces are in eV/Å.


Here is BCsH4 as an isolated structure in a non-equilibrium geometry from the Open Molecules 2025 dataset. Energies are from the ωB97M-V functional and the def2-TZVPD basis.

Computed properties:
Gap between HOMO and LUMO ... 5.456 eV
Energy ... -1276.8356 eV
E_HOMO ... -6.94 eV
F_max ... 4.935 eV Å⁻¹
ΔE to the lowest compared entry with this formula, charge and spin ... 10.874 eV
Lowest unoccupied orbital energy ... -1.486 eV

```
6
Properties=species:S:1:pos:R:3:forces:R:3
Cs 1.964 -1.147 -1.277 -0.50 0.26 0.43
B -1.191 -0.171 1.069 4.78 1.19 0.29
H -1.126 0.109 -1.316 0.96 1.24 0.58
H 0.084 1.554 -1.926 -1.04 -1.68 0.66
H 0.304 -1.251 2.030 -1.54 0.45 -1.20
H -0.036 0.906 1.421 -2.67 -1.46 -0.76
```
Forces are in eV/Å.


Here is BEuH8O6PTa as an isolated structure in a non-equilibrium geometry from the Open Molecules 2025 dataset. Energies are from the ωB97M-V functional and the def2-TZVPD basis.

Computed properties:
Gap between HOMO and LUMO (spin up / spin down) ... 4.409 / 7.395 eV
Energy ... -43240.0222 eV
Multiplicity ... 7
E_HOMO (spin up / spin down) ... -17.49 / -17.83 eV
F_max ... 6.459 eV Å⁻¹
Net charge ... +2
Lowest unoccupied orbital energy (spin up / spin down) ... -13.085 / -10.436 eV

```
18
Properties=species:S:1:pos:R:3:forces:R:3
O -2.363 -0.344 -0.595 -0.89 3.19 -3.33
P -1.192 -0.200 -1.677 -0.54 2.35 -3.97
O -1.531 1.157 -2.580 0.82 -3.22 1.71
O -1.135 -1.620 -2.672 -0.91 1.84 2.78
Ta 1.171 0.062 -0.514 4.81 0.27 3.20
O 0.278 -0.788 1.234 -0.18 0.97 -1.32
B 0.377 0.111 2.371 -0.26 1.03 2.00
O 1.551 0.387 3.063 -2.17 -0.76 -1.52
O -0.825 0.726 2.850 1.31 -1.09 -1.44
H -0.651 1.582 -2.684 -0.38 0.30 -0.41
H -0.823 -2.333 -2.047 0.44 0.49 -1.69
H 1.632 -1.672 -1.080 -1.10 -0.01 -0.36
H 1.869 0.647 -2.142 -1.07 -0.56 0.42
H 0.707 1.811 -0.024 -1.06 -0.51 -0.65
H 2.798 0.272 0.314 -0.73 -0.19 -0.43
H 1.293 1.026 3.753 0.47 -0.11 -0.03
H -1.352 1.064 2.112 -0.15 0.19 0.39
Eu -1.802 -1.890 0.318 1.60 -4.19 4.65
```
Forces are in eV/Å.


Here is BF4H26O13 as an isolated structure in a non-equilibrium geometry from the Open Molecules 2025 dataset. Energies are from the ωB97M-V functional and the def2-TZVPD basis.

Computed properties:
Gap between HOMO and LUMO ... 8.593 eV
Energy ... -38578.9176 eV
E_HOMO ... -6.03 eV
F_max ... 10.799 eV Å⁻¹
ΔE to the lowest compared entry with this formula, charge and spin ... 18.107 eV
Net charge ... -1
Lowest unoccupied orbital energy ... 2.560 eV

```
44
Properties=species:S:1:pos:R:3:forces:R:3
B -0.053 -0.023 0.006 -1.31 -4.55 -0.31
F -0.842 0.268 -1.091 0.07 -0.83 2.02
F 0.726 0.979 0.478 3.02 -8.54 -4.75
F -0.908 -0.325 1.031 1.76 2.09 -4.50
F 0.717 -1.077 -0.334 -2.93 -0.19 0.88
O 2.172 1.315 -0.888 2.33 1.70 -2.23
H 1.317 1.527 -1.261 0.30 0.65 -0.96
H 2.597 2.165 -0.765 0.14 0.26 -0.22
O 2.805 -0.946 -0.528 3.23 -1.12 0.04
H 2.572 -1.226 -1.413 0.03 0.01 -0.44
H 2.118 -0.325 -0.284 1.72 -0.43 -0.90
O -1.330 -1.045 -3.271 -2.96 1.12 -2.90
H -1.783 -1.025 -2.428 -0.64 -0.78 0.48
H -1.557 -0.212 -3.685 0.26 -0.12 -0.50
O 0.329 2.150 1.976 2.45 10.28 2.23
H 1.030 2.800 2.007 0.38 0.32 0.61
H 0.489 1.662 1.168 -0.49 2.70 3.14
O -2.354 -1.428 -1.154 -1.11 -1.11 0.86
H -2.677 -2.105 -0.559 -0.08 -0.28 0.03
H -1.895 -0.809 -0.586 -1.06 -0.53 0.23
O -0.695 0.688 3.021 -3.05 -3.59 3.85
H -0.140 1.361 2.627 -0.47 -0.86 2.28
H -1.068 0.218 2.275 -0.40 0.89 2.28
O -0.336 2.583 -0.321 -1.82 3.27 -0.79
H -0.389 1.635 -0.196 -1.55 2.95 0.06
H -0.278 2.939 0.566 -0.42 0.23 0.28
O -0.372 1.774 -2.487 0.64 1.86 -2.91
H -0.536 1.601 -1.560 -0.46 1.37 -2.50
H -1.140 1.422 -2.937 0.21 -0.01 -0.07
O 1.419 -2.282 1.622 -0.02 -2.36 0.63
H 1.690 -2.528 0.737 0.09 -0.11 -0.03
H 2.016 -1.575 1.867 0.87 -0.51 0.30
O -1.013 -2.288 1.941 -1.71 -2.33 1.29
H -0.246 -2.467 2.485 0.13 -0.24 -0.23
H -0.925 -1.366 1.698 0.03 -2.44 1.25
O 0.759 -1.518 -2.723 3.50 -1.03 0.25
H 0.588 -1.277 -1.813 0.01 -0.41 -0.90
H -0.108 -1.672 -3.098 0.30 0.04 -0.36
O -2.942 -0.028 1.010 -2.54 0.36 0.26
H -3.731 -0.249 1.506 -0.30 -0.06 0.17
H -3.020 0.911 0.841 -0.07 0.40 0.05
O 2.399 -0.181 1.873 1.00 2.04 1.35
H 1.561 -0.162 1.411 0.48 0.07 0.88
H 3.033 0.144 1.234 0.41 -0.11 -0.19
```
Forces are in eV/Å.


Here is BF4Sn as an isolated structure in a non-equilibrium geometry from the Open Molecules 2025 dataset. Energies are from the ωB97M-V functional and the def2-TZVPD basis.

Computed properties:
Gap between HOMO and LUMO ... 6.260 eV
Energy ... -17372.2160 eV
E_HOMO ... -15.82 eV
F_max ... 3.411 eV Å⁻¹
ΔE to the lowest compared entry with this formula, charge and spin ... 1.986 eV
Net charge ... +1
Lowest unoccupied orbital energy ... -9.565 eV

```
6
Properties=species:S:1:pos:R:3:forces:R:3
Sn -0.719 1.941 -1.894 1.09 -2.54 2.00
B 0.123 -0.417 0.424 0.78 -1.29 2.18
F 0.776 -1.519 0.908 -0.40 0.38 -0.50
F -0.814 0.070 1.323 -0.22 0.29 -0.93
F 1.053 0.594 0.109 0.30 2.17 -0.91
F -0.420 -0.669 -0.869 -1.56 0.98 -1.85
```
Forces are in eV/Å.